# 1
Computed, not measured: the molecule C18H18F2N4O3, with ωB97M-V/def2-TZVPD.

relative energy (zero: lowest compared OMol25 entry of this formula, charge and spin) = 3.82 kcal per mole
spin multiplicity = 1
SMILES = Cc1nn(C)cc1[C@H](C)NC(=O)c1cc(COc2c(F)cccc2F)on1
net charge = 0

```
45
Properties=species:S:1:pos:R:3:forces:R:3
F -0.14005 0.68196 6.66278 -0.045 0.072 -0.155
F -1.74649 2.45496 2.57487 0.029 -0.026 0.206
O -1.96403 0.53728 4.78919 0.234 0.060 0.066
O -2.90047 -0.44907 1.40982 -0.307 0.291 0.644
O 1.39146 -1.52724 0.54792 0.072 0.084 0.270
N -0.07533 -1.79436 -1.16446 -0.053 -0.064 -0.095
N -2.10557 -0.90413 0.41968 0.689 -0.403 -0.916
N 0.73858 -0.22634 -5.25257 -0.050 -0.432 0.319
N 1.03680 0.74096 -4.38992 0.162 0.748 0.117
C 0.59343 -3.62487 -2.63437 0.177 0.196 0.164
C -2.16945 -0.27948 2.52290 1.053 -0.312 0.013
C 0.17900 3.32954 3.56808 -0.086 -0.081 -0.018
C 1.11026 3.35566 4.58668 -0.115 -0.072 -0.026
C 0.88059 -1.21547 -3.29967 0.018 0.030 -0.195
C -0.03792 1.55318 5.64367 -0.049 0.021 -0.095
C 0.63093 -1.42217 -4.64055 0.071 0.048 0.276
C 0.26467 -1.46948 0.09429 -0.123 -0.172 -0.417
C -0.85895 2.41399 3.59830 0.024 0.090 -0.004
C 0.88947 -2.20024 -2.17206 0.136 -0.158 -0.076
C 0.57776 0.06333 -6.64734 -0.055 0.065 -0.431
C -0.87295 -0.62699 2.27190 -0.657 0.057 0.026
C -1.00438 1.48573 4.62880 0.241 0.174 0.117
C -0.89379 -1.01578 0.90824 -0.749 0.405 0.727
C 1.12798 0.17406 -3.19952 -0.064 -0.310 -0.256
C -2.85734 0.23783 3.74430 -0.617 -0.081 -0.331
C 1.43706 0.95891 -1.97637 -0.053 0.031 -0.053
C 0.99844 2.46155 5.63845 -0.108 -0.141 0.037
H 0.23250 4.01216 2.73540 -0.026 0.053 -0.103
H 1.91825 4.06794 4.56344 0.081 0.076 -0.002
H -3.48153 1.10001 3.47479 0.115 -0.159 0.075
H 1.34403 -3.94871 -3.34988 0.054 -0.081 -0.111
H -3.50983 -0.53928 4.15797 0.087 0.148 -0.096
H -0.02572 -0.62054 2.92335 0.155 0.029 0.188
H 0.73649 1.13116 -6.78095 -0.013 -0.080 0.007
H -0.42764 -0.19856 -6.98361 0.050 0.043 0.007
H 0.52236 1.16891 -1.42060 -0.010 0.039 0.099
H 0.60931 -4.29979 -1.78223 -0.012 -0.062 0.034
H 1.86352 -2.17206 -1.66630 -0.199 -0.028 -0.100
H -1.03921 -1.67706 -1.43961 -0.016 0.046 0.020
H 1.89581 1.90305 -2.25616 0.043 0.066 0.038
H 2.10638 0.40258 -1.32332 0.053 0.022 0.104
H 0.40122 -2.31135 -5.19179 -0.052 -0.212 -0.125
H -0.38756 -3.67559 -3.10194 -0.110 -0.041 -0.068
H 1.70503 2.45267 6.45223 0.051 -0.036 0.105
H 1.30691 -0.48884 -7.24387 -0.028 0.055 0.018
```
Forces are in eV/Å.

Here are the natural (NBO) charges for atoms 1 to 5, given in e: atom 1 (F): -0.308, atom 2 (F): -0.326, atom 3 (O): -0.461, atom 4 (O): -0.259, atom 5 (O): -0.615


# 2
Computed, not measured: a cluster of 2 separate species, C9H14O in total, with ωB97M-V/def2-TZVPD.

relative energy (zero: lowest compared OMol25 entry of this formula, charge and spin) = 53.88 kcal per mole
spin multiplicity = 1
SMILES = Cc1ccc(O)cc1.CC
net charge = 0

```
24
Properties=species:S:1:pos:R:3:forces:R:3
O -3.01602 0.07180 -0.43859 -0.144 3.697 -2.126
C -0.23122 -0.92157 1.47313 0.253 -3.782 0.082
C 1.83323 -0.95230 -2.97383 -0.095 -1.666 -1.874
C 0.06986 1.36200 0.67140 1.528 -0.469 0.457
C 2.20751 0.14814 -1.95759 -0.893 -0.982 -0.906
C -1.47738 -1.14985 0.82144 3.377 3.773 -0.270
C 0.48679 0.23840 1.44728 1.855 3.046 -0.730
C -1.09930 1.18188 0.03126 -0.087 2.067 -0.704
C -1.79220 0.01094 0.07296 -2.027 -2.565 1.799
C 1.87468 0.35364 2.01545 0.930 -3.880 2.298
H 0.67151 2.31549 0.39152 -0.884 -1.877 1.277
H -1.47095 2.10197 -0.41193 -0.631 -0.654 -0.589
H 1.50454 0.08693 -1.09440 0.392 0.077 -0.766
H -3.51219 -0.67749 -0.35477 -1.675 -3.163 0.484
H 2.54006 -0.39941 1.48436 -0.660 0.586 0.743
H 1.92264 0.08069 3.15544 -0.287 0.044 -1.977
H 2.02038 1.06222 -2.51590 0.714 0.606 0.665
H 1.96228 -1.91262 -2.46172 -1.116 -0.086 0.102
H -2.00729 -2.06631 0.84411 -0.452 -0.540 -0.079
H 2.42837 -1.28177 -3.92150 0.081 1.745 1.548
H 3.20191 -0.06144 -1.56135 0.119 0.691 -0.253
H 0.32623 -1.87860 1.82140 -1.035 1.845 0.092
H 0.83708 -0.78691 -3.50422 0.826 -0.430 1.441
H 2.47181 1.21519 2.02856 -0.090 1.917 -0.714
```
Forces are in eV/Å.

Here are the natural (NBO) charges for atoms 1 to 5, given in e: atom 1 (O): -0.666, atom 2 (C): -0.179, atom 3 (C): -0.627, atom 4 (C): -0.150, atom 5 (C): -0.621


# 3
Computed, not measured: the molecule C16H28N2O2Si, with ωB97M-V/def2-TZVPD.

relative energy (zero: lowest compared OMol25 entry of this formula, charge and spin) = 23.57 kcal per mole
spin multiplicity = 1
SMILES = COc1cccc(N2CCN(CCO[Si](C)(C)C)CC2)c1
net charge = 0

```
49
Properties=species:S:1:pos:R:3:forces:R:3
Si -4.43503 -0.47461 0.44198 0.306 -0.555 -0.643
O 5.54888 -0.16720 -2.42933 -1.874 -0.230 2.204
O -3.09501 0.41868 0.96180 -0.863 -0.350 -0.454
N -0.45019 1.83351 0.62842 0.986 1.421 1.029
N 2.11017 0.58074 1.04138 1.100 -0.358 -0.375
C -4.98334 -0.12452 -1.32648 0.190 0.737 0.733
C 3.15163 -0.24498 0.45598 -0.906 -0.487 0.467
C -3.90756 -2.27501 0.40348 0.271 0.187 0.491
C 4.23618 -2.41143 0.28353 0.305 -0.117 -0.825
C -2.91682 1.81989 0.78955 -0.984 0.530 0.171
C -5.90166 -0.32991 1.55466 0.119 0.041 -0.097
C 4.98268 -2.02196 -0.81737 -0.207 1.441 -1.028
C 2.01371 2.04856 0.92319 0.758 -0.698 0.399
C -0.33319 0.39912 0.88388 -0.215 -0.017 -0.111
C -1.70778 2.22456 -0.03637 1.293 -1.099 0.389
C 3.30953 -1.60042 0.86957 -0.412 1.446 0.464
C 4.00748 0.15350 -0.59054 -1.289 0.878 -0.316
C 4.81847 -0.71217 -1.31485 1.147 0.072 0.370
C 0.81367 2.47571 0.10363 -1.863 -0.077 0.264
C 5.87727 -1.12372 -3.39196 -0.380 -0.071 -0.793
C 0.91987 0.03804 1.71281 0.084 -0.108 -1.223
H 6.08916 -0.60592 -4.34307 -0.073 -0.127 0.473
H -1.69118 1.71936 -0.99328 -0.574 -0.246 -0.774
H -1.26527 0.07748 1.37965 0.961 0.039 -0.056
H 3.83225 1.13549 -0.99166 0.261 0.361 -0.204
H -2.85802 2.33813 1.76655 0.114 -0.506 -0.227
H -5.25021 0.93475 -1.38414 -0.208 -0.083 -0.437
H -4.52106 -2.82236 1.12692 0.248 -0.096 -0.009
H -0.32781 -0.10329 -0.09730 0.291 -0.446 0.023
H -1.73482 3.29537 -0.24217 0.090 0.049 0.278
H -3.84342 2.18477 0.32621 0.273 0.409 -0.197
H -6.25480 0.69232 1.68642 -0.144 -0.054 0.041
H 5.61833 -2.67910 -1.35746 0.465 -0.666 -0.032
H 2.74911 -1.98416 1.69865 -0.193 -0.091 0.246
H -5.79128 -0.76566 -1.69574 0.061 0.192 0.319
H 1.02373 -1.04410 1.81494 -0.242 0.163 -0.202
H 4.36436 -3.41064 0.63793 0.000 -0.500 0.269
H -4.11696 -0.29787 -1.94319 0.361 0.030 -0.458
H 0.65257 3.58614 0.12674 0.274 -0.918 0.036
H -6.63451 -0.91783 0.98957 -0.245 0.135 0.303
H -3.96645 -2.80972 -0.55731 0.090 0.457 0.274
H 0.98145 2.17127 -0.93044 0.067 -0.023 -0.394
H 0.79144 0.42466 2.72141 0.240 0.351 0.173
H -2.86873 -2.23850 0.76069 -0.126 -0.502 -0.090
H 2.94656 2.42923 0.48898 -0.288 0.000 0.025
H -5.72842 -0.80160 2.52147 -0.083 0.066 0.044
H 6.75810 -1.64285 -3.06636 0.534 -0.636 -0.095
H 5.03329 -1.81706 -3.54594 0.391 0.065 -0.059
H 1.95362 2.44528 1.95499 -0.108 -0.010 -0.386
```
Forces are in eV/Å.

Here are the natural (NBO) charges for atoms 1 to 5, given in e: atom 1 (Si): 1.899, atom 2 (O): -0.511, atom 3 (O): -0.901, atom 4 (N): -0.452, atom 5 (N): -0.468


# 4
Computed, not measured: a structure of composition C43H39MoN5O3PS, with ωB97M-V/def2-TZVPD.

calculated total energy = -2968.97871 a.u.
spin multiplicity = 1
net charge = +1

```
93
Properties=species:S:1:pos:R:3:forces:R:3
Mo -1.60918 -0.41336 0.09500 1.882 0.843 -0.908
S -1.72498 2.12154 -0.36930 0.240 -0.269 0.428
P 1.48532 -0.66706 -0.55740 0.430 -0.737 -1.699
O -1.70368 -2.24736 -0.89810 0.172 -0.280 0.029
O 0.71562 0.25124 0.48820 -0.017 1.070 1.254
O -0.90708 -4.02706 -2.67870 0.095 -0.008 -0.042
N 0.72862 2.61404 0.80220 1.901 -1.853 1.344
N -2.09288 0.27764 1.98520 -0.835 -0.079 1.264
N -0.44478 4.38004 0.06770 0.367 -0.425 -0.008
N -3.91348 -1.99296 -0.54700 -0.955 -0.708 -0.759
N -3.40588 -1.11166 0.33040 -0.473 0.547 0.852
C 0.33112 -0.28396 -4.45560 0.318 -0.096 -0.053
C 1.69532 -3.36346 -0.84830 0.042 0.022 -0.013
C -3.08168 0.92944 4.55250 0.101 -0.038 -0.263
C 0.60532 -0.39576 -2.09190 0.168 0.037 0.651
C 0.43022 -2.66506 1.09580 0.267 0.070 0.263
C 1.23842 1.46644 1.10180 -1.765 0.982 -1.586
C 5.56482 -0.61836 -0.44260 0.053 -0.022 0.014
C -4.87668 -5.10836 -3.14330 -0.121 -0.015 0.014
C 3.48952 -0.09336 3.64060 0.154 -0.030 0.154
C -2.54358 -5.41076 -3.64290 0.102 0.064 0.066
C 1.16502 -0.45296 -3.36690 0.051 0.067 -0.064
C -4.56258 -4.06506 -2.30240 0.173 -0.017 -0.087
C -3.23258 -3.66606 -2.11340 0.157 -0.276 -0.259
C 3.22062 -0.20106 -0.67380 -0.642 -0.196 -0.016
C 0.44372 5.24214 0.82440 0.534 0.197 0.025
C -1.88568 1.47674 4.06220 -0.027 -0.161 -0.033
C -3.80258 0.12194 3.71600 0.172 -0.019 -0.173
C -2.94038 -2.58076 -1.18310 -0.441 0.180 0.553
C 3.48182 1.06124 -1.20350 -0.006 0.022 -0.049
C -2.73408 5.30014 0.16910 0.152 -0.044 -0.071
C 1.21372 -2.35806 -0.01670 0.105 0.482 0.201
C 0.61012 -4.99526 0.53020 0.004 0.053 -0.009
C -1.44688 1.11914 2.81450 0.429 0.417 0.339
C -3.32228 -0.17626 2.42220 0.141 0.470 0.437
C -0.76128 -0.20986 -1.85410 0.423 0.260 -0.389
C 2.65402 0.02894 2.54940 -0.279 0.186 -0.218
C 1.40732 -4.68686 -0.56320 -0.009 0.100 0.014
C 4.25752 -1.04756 -0.29750 -0.058 0.008 0.029
C 3.89192 1.02774 4.35240 -0.093 0.019 -0.128
C -3.85998 -5.78666 -3.80930 0.141 0.086 0.047
C -4.02398 -0.95066 1.49500 -0.225 -0.350 -0.380
C -1.49218 5.03754 -0.67890 -0.572 0.151 -0.108
C 2.61622 2.42434 2.87380 -0.247 -0.220 -0.365
C -0.35238 3.04154 0.18330 -2.259 -0.046 -1.206
C 0.12692 -3.99226 1.35660 -0.009 0.024 0.050
C 3.44912 2.28654 3.95970 0.165 -0.073 0.123
C -2.21248 -4.35066 -2.79950 -0.256 0.136 0.096
C 2.18512 1.29324 2.15030 0.994 -0.438 0.971
C 1.69772 5.63194 0.04760 -0.205 -0.034 0.175
C -1.56238 -0.02986 -2.98110 -0.063 0.025 -0.203
C 4.79142 1.48404 -1.33970 -0.022 0.029 0.010
C 5.82742 0.64294 -0.95800 -0.022 -0.024 0.024
C -1.02688 -0.06506 -4.25820 -0.138 -0.020 0.231
H -4.97898 -1.41596 1.69190 0.066 -0.115 -0.074
H -2.48328 5.87154 1.06060 -0.010 0.095 0.054
H -1.29158 2.14714 4.66500 0.059 0.013 -0.013
H 1.78752 -5.47056 -1.19830 -0.002 -0.064 -0.095
H 2.26652 3.39524 2.56180 0.009 0.080 0.017
H 0.36122 -6.02466 0.73760 -0.008 -0.094 0.024
H 2.25762 4.74594 -0.24060 0.062 -0.100 -0.024
H -5.90488 -5.40726 -3.28110 -0.064 0.001 0.017
H -5.32508 -3.53326 -1.75780 -0.124 0.037 0.021
H -4.73898 -0.31616 4.01910 -0.152 -0.032 0.049
H -3.45758 5.86154 -0.41360 -0.117 0.094 -0.026
H -4.09628 -6.61796 -4.45700 -0.028 -0.043 -0.065
H 0.72132 4.71854 1.74050 -0.102 0.215 -0.041
H 4.04282 -2.02856 0.10030 -0.004 -0.091 0.060
H 1.43842 6.19014 -0.84870 0.025 0.048 -0.097
H 2.27842 -3.09776 -1.72120 0.027 -0.111 -0.098
H -1.67628 0.07124 -5.10970 -0.048 0.013 -0.116
H 2.65892 1.69434 -1.51120 0.006 0.081 -0.054
H 3.82732 -1.07026 3.95290 0.021 -0.087 -0.033
H -1.76028 4.41874 -1.53700 0.113 0.090 0.004
H 4.54782 0.92314 5.20500 -0.005 -0.003 0.031
H -3.40928 1.14154 5.55740 -0.127 0.048 0.061
H -1.73828 -5.92166 -4.14910 0.039 -0.055 -0.064
H 2.35692 -0.86526 2.01350 -0.033 0.048 0.144
H 5.00722 2.45984 -1.75070 -0.004 0.031 -0.008
H -1.08308 5.98234 -1.04460 0.020 -0.087 -0.041
H 6.84912 0.97104 -1.06890 0.107 0.033 -0.014
H -0.50768 1.51794 2.46140 -0.158 -0.053 0.087
H -2.62878 0.13094 -2.85260 0.041 -0.008 -0.051
H 3.76032 3.15884 4.51440 0.016 0.086 0.001
H 0.72942 -0.32916 -5.45770 0.068 0.009 -0.060
H -0.48848 -4.24436 2.20870 -0.023 0.008 0.028
H 6.37992 -1.26786 -0.15540 0.010 -0.006 -0.001
H 0.09222 -1.88556 1.77990 0.004 -0.121 -0.174
H 2.33122 6.25544 0.67340 0.099 0.099 -0.007
H -3.18648 4.36154 0.47450 -0.059 -0.039 0.041
H -0.12048 6.13884 1.08710 -0.018 -0.083 0.057
H -0.84488 -3.28116 -2.05100 -0.013 -0.019 0.003
H 2.22512 -0.62556 -3.49040 0.114 0.015 -0.111
```
Forces are in eV/Å.

Here are the Mulliken charges for atoms 1 to 5, given in e: atom 1 (Mo): -0.341, atom 2 (S): -0.156, atom 3 (P): 1.470, atom 4 (O): 0.175, atom 5 (O): 2.209